Here is a molecular structure, C27H25IrN4O9S2 from the Open Molecules 2025 dataset. Energies are from wB97M-V/def2-TZVPD.

Results
relative energy (zero: lowest compared OMol25 entry of this formula, charge and spin)	429.5	kJ/mol
LUMO level (spin up / spin down)	-3.3 / -6.2	eV
HOMO-LUMO gap (spin up / spin down)	0.26418 / 0.19222	Ha
total charge	+1
2S+1	6
HOMO energy (spin up / spin down)	-10.46 / -11.44	eV

XYZ file:
```
68
Properties=species:S:1:pos:R:3:mulliken_spin:R:1
H 0.11931 -4.28301 5.24681 0.000
O -1.96830 -1.91402 -2.63432 0.040
H -1.30313 6.16551 1.36305 0.004
C 1.47013 -2.75889 0.60737 0.105
H 0.12726 -0.53367 -4.51504 -0.005
O 0.01742 -6.26140 -2.09587 0.019
H -0.05081 0.63817 5.47682 0.002
H 2.51402 1.53078 -1.26507 0.002
O 2.77822 -3.20709 2.42401 0.017
C -1.26717 4.78076 -0.21514 0.040
H 1.74603 4.84051 -0.04390 0.000
H -2.30036 1.15671 -5.27774 0.000
H 2.19845 3.42525 0.89963 0.026
C 1.53286 -4.05855 0.22797 -0.021
H -1.67540 -0.23332 -6.14277 0.001
O 1.60789 -6.57764 -0.67768 0.030
H -1.51216 5.58426 -0.91030 0.001
C 2.05448 3.80461 -0.11349 -0.018
C -0.60396 5.41238 0.99398 0.015
C -0.31329 -3.69297 -1.35509 -0.033
H -2.19414 4.29595 0.08504 -0.003
C 0.54214 -1.82231 -0.01083 0.192
O -0.54680 -3.12775 3.00769 0.007
H -0.04830 2.31753 -5.58952 0.002
C -0.68486 -0.24497 3.08294 -0.023
N 0.77086 -5.90196 -1.22679 -0.019
C 0.43577 1.34415 -5.49564 -0.008
H 3.02069 3.79642 -0.61682 0.014
C -0.01714 -0.44187 5.43834 0.008
O -1.20543 -0.69423 2.03470 0.078
C -1.56552 2.04194 -1.19140 0.024
C -0.36182 1.02067 -3.16402 -0.049
C 0.37036 -2.55242 6.48325 0.009
H 1.44801 1.50618 -5.12353 -0.006
H 0.32102 5.92975 0.75753 0.003
C 0.65910 -4.49205 -0.78619 0.204
O 2.50395 -1.14135 1.87836 0.011
C -1.49851 1.41831 -2.54205 0.261
S -0.30480 4.28785 2.39620 0.253
H -2.56008 2.47822 -1.04535 -0.019
O 0.59598 -0.60316 0.20410 0.342
C 1.08835 2.95836 -0.88782 0.342
S -0.50589 3.53437 -1.34742 0.029
H -2.37032 -0.45504 -4.53775 -0.002
H 2.21784 -4.74953 0.69826 0.003
C -1.76965 0.21123 -5.15287 0.004
O -2.12126 -0.64369 -0.83031 0.058
C 1.49890 1.81191 -1.52705 -0.033
H 0.50878 0.90758 -6.49007 0.001
Ir -1.31473 0.69347 0.41885 1.587
C -0.43137 -2.38181 -0.94336 0.094
N 2.33225 -2.32746 1.72748 -0.010
N -0.41364 1.10772 3.19619 0.422
H -2.44626 1.23177 -3.02673 -0.011
C -1.56530 -1.57528 -1.54978 0.044
C 0.06893 -3.20295 5.30416 -0.003
H 1.63387 0.33944 -2.99012 -0.018
C -0.28839 -2.47903 4.17091 0.001
C -0.65929 2.86440 1.62027 0.509
N -0.66084 1.64113 2.01874 0.048
H -0.98411 -4.08657 -2.10724 0.005
H 0.64643 -3.13346 7.35157 0.000
H -0.41736 -4.07566 3.16043 0.000
H 0.56615 -0.65753 7.48074 0.000
C 0.32887 -1.16317 6.55754 -0.003
C -0.34294 -1.07399 4.22935 0.013
C -0.38201 0.43601 -4.56982 0.010
C 0.93103 1.03449 -2.54339 0.403
```


Here is a molecular structure, C27H25N2O2STaTe from the Open Molecules 2025 dataset. Energies are from wB97M-V/def2-TZVPD.

Results
relative energy (zero: lowest compared OMol25 entry of this formula, charge and spin)	512.2	kJ/mol
LUMO level (spin up / spin down)	-7.9 / -7.9	eV
HOMO-LUMO gap (spin up / spin down)	0.17972 / 0.18551	Ha
total charge	+2
HOMO energy (spin up / spin down)	-12.79 / -12.95	eV

XYZ file:
```
59
Properties=species:S:1:pos:R:3:nbo_charge:R:1
O -1.51964 -0.52773 -1.97049 -0.794
C -3.94513 -1.04254 -4.61367 -0.121
C -0.87288 -2.68528 -0.49731 -0.152
H -2.42035 -4.36154 1.97960 0.244
H -0.63014 3.86898 1.21037 0.208
H -1.75548 -2.45761 -1.07902 0.254
N 0.05962 1.88282 0.94438 -0.425
C 1.84244 -0.74773 6.02744 -0.176
C -2.79289 0.98376 -3.12319 -0.219
H -5.05138 0.51416 -5.59372 0.244
H 0.04412 -4.05556 2.44542 0.238
H -4.39566 -1.82576 -5.20895 0.240
C 0.39433 -2.44354 -1.04993 -0.477
S -0.38356 0.52962 5.82891 0.552
C 0.89133 -0.36589 5.07800 -0.688
C -3.00456 -1.38591 -3.65127 -0.287
H 2.71946 -1.32853 5.77769 0.247
H 0.89255 3.03735 2.43148 0.198
C -2.38890 -3.46516 1.36156 -0.646
O 1.67764 0.05108 0.10217 -0.816
H 2.68038 2.26285 3.92289 0.244
C 3.75314 -0.28925 1.17700 -0.287
H -1.58532 3.91844 -1.08985 0.213
C 1.52991 -0.30189 7.31124 -0.256
C -4.31733 0.28225 -4.83481 -0.222
C 2.49063 0.32300 1.11056 0.501
Ta -0.01007 -0.21615 -0.87074 1.713
C -0.86082 3.15219 -0.81779 -0.234
H -2.71293 -2.41402 -3.48617 0.233
C 1.53918 -2.81403 -0.33457 -0.147
H 4.88766 1.16985 4.03355 0.252
H 0.12363 3.48022 -1.15696 0.216
C 2.06563 1.23299 2.12527 -0.290
C -1.02777 -3.25991 0.76712 0.016
H -3.14962 -3.55692 0.58815 0.238
C -3.74609 1.30001 -4.09569 -0.111
H 2.27823 -3.67142 1.47636 0.244
H -2.51213 3.00270 -2.51965 0.193
N -1.20775 1.86312 -1.44271 -0.531
C -0.88764 2.94978 0.67884 -0.248
H -1.88388 2.63288 0.99605 0.223
C 4.20099 0.93275 3.23262 -0.217
H 5.56914 -0.42985 2.27067 0.248
H 2.51808 -2.68007 -0.77478 0.242
Te 0.87401 -0.86385 3.13330 0.806
H -0.12438 0.84419 8.21328 0.271
C 1.39785 -3.39113 0.91273 -0.205
C 2.97630 1.53745 3.17438 -0.136
C -2.45275 -0.35257 -2.91429 0.420
H 4.04582 -0.97558 0.39507 0.247
C 0.34484 0.40669 7.34399 -0.336
H -2.66138 -2.61499 1.99179 0.237
C 0.91986 2.11435 1.84589 0.148
H 0.48133 -2.12192 -2.09012 0.270
C -2.13640 1.99641 -2.33657 0.219
H -4.02248 2.33337 -4.26663 0.231
C 4.58902 0.02662 2.22094 -0.096
H 2.12981 -0.49185 8.18891 0.260
C 0.12958 -3.60180 1.46096 -0.191
```


Calculated largest force on an atom in order - 0.45; 3.28 eV/Å